{"formula": "C34H24Cl2N6O4Zr", "method": "ωB97M-V/def2-TZVPD", "species": ["Zr", "Cl", "C", "C", "C", "N", "C", "O", "C", "C", "C", "C", "C", "N", "C", "C", "C", "Cl", "N", "C", "O", "C", "C", "C", "C", "C", "N", "H", "H", "H", "H", "H", "H", "H", "H", "H", "H", "O", "C", "C", "C", "C", "C", "C", "C", "N", "C", "C", "N", "C", "C", "C", "C", "C", "C", "C", "O", "H", "H", "H", "H", "H", "H", "H", "H", "H", "H", "H", "H", "H", "H"], "coordinates": [[-0.258884, 0.765273, -0.170569], [-5.988131, -2.069784, 2.647579], [-4.649493, -1.001325, 2.358032], [-3.650275, -1.413933, 1.494852], [-2.562542, -0.591523, 1.223472], [-1.496948, -0.952960, 0.352028], [-1.194606, -2.252120, 0.165699], [-1.756154, -3.242480, 0.612686], [0.004179, -2.470616, -0.724825], [0.408823, -3.769489, -0.986175], [1.482133, -3.975993, -1.827926], [2.105203, -2.871177, -2.394678], [1.643413, -1.615378, -2.066840], [0.619606, -1.403130, -1.235397], [-2.490257, 0.668586, 1.828407], [-3.485366, 1.061657, 2.711014], [-4.565917, 0.239388, 2.972279], [-5.783061, 0.788926, 4.080264], [-1.350698, 1.480316, 1.558518], [-0.784438, 2.136012, 2.592655], [-1.163204, 2.195015, 3.752358], [0.463015, 2.905998, 2.227084], [1.184175, 3.480894, 3.264532], [2.300258, 4.234193, 2.970529], [2.634069, 4.415619, 1.636323], [1.864056, 3.798800, 0.674915], [0.804524, 3.027122, 0.938681], [-3.723386, -2.382819, 1.030887], [-0.142277, -4.572014, -0.518302], [1.825959, -4.978441, -2.049336], [2.938326, -2.975068, -3.076921], [2.113908, -0.739928, -2.490308], [-3.424882, 2.020926, 3.197844], [0.827826, 3.316394, 4.270788], [2.888429, 4.687098, 3.758241], [3.473352, 5.027606, 1.335369], [2.097288, 3.967188, -0.362431], [0.863424, 0.003602, 1.306434], [1.972798, -0.674177, 1.485080], [2.023243, -1.718830, 2.416761], [3.200241, -2.403841, 2.631188], [4.370899, -2.075716, 1.933693], [4.321544, -1.066082, 1.002055], [3.129189, -0.370195, 0.749897], [3.109773, 0.567133, -0.350002], [2.084422, 1.127965, -0.872983], [2.327426, 1.934651, -2.070202], [1.259267, 1.688011, -3.135132], [0.052731, 1.165054, -2.512945], [-0.674774, 0.376544, -3.220940], [-1.970680, -0.114834, -2.824236], [-2.589096, -1.129997, -3.572276], [-3.863384, -1.539828, -3.273342], [-4.556359, -0.886921, -2.239390], [-3.980484, 0.127449, -1.511988], [-2.650966, 0.506978, -1.752274], [-2.043891, 1.416532, -1.014713], [1.114453, -1.953545, 2.957060], [3.219645, -3.208969, 3.355914], [5.291669, -2.612252, 2.119843], [5.208290, -0.805727, 0.432047], [4.085302, 0.744700, -0.813448], [3.320317, 1.732787, -2.477896], [2.305366, 2.986494, -1.807553], [1.618245, 1.012461, -3.916888], [1.028042, 2.636928, -3.619664], [-0.323842, 0.083915, -4.215267], [-2.039643, -1.587444, -4.389607], [-4.336453, -2.334659, -3.834189], [-5.568886, -1.192869, -2.003482], [-4.515850, 0.625848, -0.712884]], "atomic_forces_ev_per_a": [[1.02, 0.76, -0.97], [0.04, 0.06, 0.00], [-0.04, 0.00, 0.02], [-0.11, -0.02, -0.13], [0.14, -0.27, -0.07], [-0.41, -0.09, 0.26], [-0.03, 0.19, 0.03], [0.00, -0.11, 0.05], [-0.02, 0.10, 0.01], [0.04, -0.10, -0.04], [0.03, -0.03, -0.02], [0.02, -0.11, -0.02], [-0.04, 0.10, -0.01], [-0.27, 0.03, 0.22], [0.34, 0.26, 0.31], [-0.17, 0.16, -0.15], [-0.07, -0.03, 0.02], [0.02, -0.04, -0.05], [-0.31, -0.25, 0.43], [-0.12, -0.07, -0.17], [-0.02, -0.01, 0.15], [-0.05, 0.01, -0.11], [0.00, 0.03, 0.03], [0.03, 0.02, 0.01], [0.05, 0.06, 0.08], [-0.15, 0.03, -0.15], [-0.20, -0.25, 0.24], [0.00, 0.01, 0.03], [0.00, 0.00, 0.00], [0.00, 0.02, 0.00], [-0.02, -0.01, 0.02], [0.00, -0.01, 0.00], [0.01, -0.01, 0.02], [0.01, 0.00, 0.00], [0.00, 0.00, -0.01], [-0.01, 0.00, 0.02], [0.01, -0.02, -0.06], [1.15, -0.58, 0.76], [-0.32, 0.24, 0.02], [0.03, -0.06, 0.16], [0.00, 0.01, -0.02], [-0.07, 0.00, 0.03], [0.08, -0.02, -0.03], [0.18, 0.11, -0.28], [0.08, -0.07, 0.15], [-0.11, 0.00, -0.15], [0.00, -0.06, 0.07], [-0.07, -0.08, 0.06], [0.26, -0.19, -0.15], [-0.34, 0.27, -0.03], [0.23, 0.02, -0.13], [0.03, -0.03, -0.06], [-0.06, 0.05, 0.07], [0.00, -0.06, -0.08], [-0.13, 0.08, 0.08], [0.07, 0.38, -0.22], [-0.78, -0.42, -0.15], [0.04, -0.02, 0.01], [-0.01, 0.02, -0.01], [-0.03, 0.01, 0.00], [-0.02, -0.01, 0.01], [0.05, -0.01, 0.01], [0.07, 0.01, -0.02], [-0.01, 0.06, 0.05], [0.01, -0.08, -0.01], [-0.04, 0.03, -0.07], [-0.02, -0.02, -0.05], [-0.02, 0.01, 0.02], [0.01, 0.02, 0.03], [0.02, 0.01, -0.01], [0.02, -0.03, -0.01]], "mulliken_charge": [-0.502, -0.229, -0.019, -0.812, -0.179, 1.646, -0.173, -0.796, 0.299, -0.837, -0.689, -0.956, -0.341, 1.411, 0.299, -0.557, -0.068, -0.226, 0.016, -0.013, -0.734, 0.885, -0.862, -0.396, -0.992, -0.174, 0.155, 0.611, 0.594, 0.447, 0.504, 0.140, 0.554, 0.515, 0.444, 0.443, 0.538, 0.357, -0.473, -0.826, -0.598, -0.898, -0.705, 1.342, -0.738, 0.755, -0.548, -1.195, -0.103, -0.292, 0.518, -0.521, -0.869, -0.489, -0.373, 0.969, -0.964, 0.548, 0.445, 0.408, 0.388, 0.217, 0.407, 0.052, 0.605, 0.466, 0.359, 0.414, 0.422, 0.414, 0.559], "total_energy_ev": -79109.980, "e_above_lowest_ev": 0.3585, "largest_force_ev_per_a": 1.60, "homo_ha": -0.2704}